Record 1
# C50H63BrFN2O22P

A 5-piece molecular cluster, C50H63BrFN2O22P overall (ωB97M-V with the def2-TZVPD basis set, the Open Molecules 2025 dataset).

CARTESIAN COORDINATES (ANGSTROEM)
C  -1.48674  6.10571  -2.87573
O  -2.73961  5.57213  -3.24834
C  -2.79487  4.97355  -4.53303
C  -2.61597  3.47477  -4.41684
C  -2.36802  2.75208  -5.73648
C  -1.79654  1.34424  -5.51493
C  -0.70046  0.92371  -6.49325
C  0.23911  -0.14983  -5.93389
C  1.68128  0.32786  -5.73975
C  2.48852  -0.39387  -4.64972
C  3.12582  0.52525  -3.59932
C  2.47837  0.66301  -2.21962
C  1.21769  1.52937  -2.10541
O  0.21109  0.90498  -2.95506
C  -0.68548  0.00203  -2.50888
Br  -0.00844  -1.88325  -2.47439
C  1.48038  2.83167  -2.88167
C  2.77253  3.61245  -2.69465
F  0.39795  3.68912  -2.75690
C  0.79397  1.77120  -0.58709
N  1.87283  2.67440  -0.09713
C  0.81355  0.48979  0.31257
C  -0.43777  -0.26975  0.79755
C  -0.44178  -0.44961  2.32164
N  -0.22388  0.78528  3.06294
C  -1.05475  0.95917  4.27564
C  -1.83412  2.24451  4.19352
C  -1.14494  3.46013  4.26111
C  -1.80651  4.67988  4.13524
C  -3.18604  4.68709  3.93431
C  -3.89601  3.48592  3.87516
C  -3.21840  2.27169  3.99733
O  -3.88003  1.07037  3.91418
P  -0.70397  2.90593  -0.34784
O  -0.29429  4.30132  -0.17600
O  -1.53268  2.44646  0.93572
O  -1.68195  2.62158  -1.58478
H  -0.67731  5.70626  -3.48497
H  -1.49460  7.19298  -2.95924
H  -1.27691  5.84017  -1.84303
H  -2.04428  5.41247  -5.19320
H  -3.77691  5.22309  -4.93351
H  -1.76604  3.30854  -3.75429
H  -3.49726  3.06776  -3.92327
H  -1.71199  3.34501  -6.37352
H  -3.32352  2.67507  -6.25575
H  -2.61500  0.63207  -5.61277
H  -1.43410  1.29838  -4.49016
H  -0.14242  1.80248  -6.81591
H  -1.19126  0.54703  -7.38956
H  -0.16713  -0.59396  -5.02783
H  0.28291  -0.95197  -6.66972
H  1.71063  1.40520  -5.57880
H  2.18213  0.17076  -6.69343
H  3.32813  -0.87140  -5.15186
H  1.90938  -1.20265  -4.21364
H  4.12144  0.13185  -3.39915
H  3.30459  1.48472  -4.07743
H  2.25485  -0.33923  -1.87088
H  3.24106  1.04285  -1.54491
H  -1.11385  0.18148  -1.53699
H  -1.48962  -0.08100  -3.22848
H  1.44106  2.50686  -3.92042
H  2.50912  4.62635  -2.41331
H  3.32842  3.66317  -3.62701
H  3.42888  3.23225  -1.92653
H  2.68124  2.08878  0.08528
H  1.60391  3.05533  0.80295
H  1.46867  -0.24739  -0.13926
H  1.32364  0.78616  1.22254
H  -1.38370  0.15668  0.48245
H  -0.43319  -1.28222  0.40287
H  -1.39428  -0.91677  2.57011
H  0.32199  -1.18316  2.55904
H  0.72542  0.75805  3.40642
H  -1.72471  0.11632  4.41230
H  -0.39567  1.01390  5.13962
H  -0.07391  3.40160  4.39194
H  -1.25411  5.60586  4.16701
H  -3.71185  5.62170  3.81830
H  -4.96526  3.50459  3.71511
H  -4.81975  1.24661  3.81735
H  -2.26558  1.84740  0.76650
H  -2.61061  2.71288  -1.34321
O  5.84285  5.23533  7.29124
C  4.95342  4.78346  6.59463
C  3.95016  5.57631  5.91763
C  3.01118  4.95780  5.18668
O  2.06012  5.59767  4.52828
C  2.96371  3.45319  5.05240
O  2.05372  2.99154  4.38450
C  3.97719  2.66004  5.70951
C  4.91836  3.28006  6.43639
O  5.88795  2.65298  7.07723
H  3.99214  6.65097  6.02235
H  1.51898  4.92498  4.07241
H  3.94086  1.58583  5.59465
H  6.41516  3.34773  7.52011
O  1.16165  -1.82907  4.57574
C  0.87115  -2.83351  5.20340
C  0.23303  -2.83987  6.50029
C  -0.02660  -4.01641  7.09066
O  -0.60449  -4.13534  8.27240
C  0.32634  -5.33838  6.44492
O  0.05946  -6.34286  7.07630
C  0.94525  -5.32938  5.13393
C  1.19964  -4.15153  4.55163
O  1.75780  -4.03405  3.35131
H  -0.01568  -1.89081  6.95401
H  -0.66433  -5.09427  8.45311
H  1.18416  -6.27126  4.65635
H  1.83321  -3.07644  3.17332
O  3.09041  -5.46649  -0.68611
C  2.79736  -6.47859  -0.07717
C  2.16374  -6.49890  1.22577
C  1.90576  -7.67989  1.80058
O  1.32793  -7.80244  2.99089
C  2.25065  -8.99470  1.14802
O  1.98313  -10.00402  1.77373
C  2.86582  -8.97453  -0.16315
C  3.12380  -7.79450  -0.74505
O  3.68116  -7.66636  -1.93764
H  1.91507  -5.56041  1.70261
H  1.26075  -8.76182  3.16761
H  3.09788  -9.91976  -0.63262
H  3.75044  -6.70600  -2.10500
O  -6.21574  -6.25974  -4.00218
C  -5.47500  -5.31184  -3.80808
C  -4.05341  -5.41021  -3.57360
C  -3.32978  -4.29865  -3.35542
O  -2.03099  -4.34699  -3.13947
C  -3.97420  -2.92546  -3.34609
O  -3.26847  -1.95985  -3.12553
C  -5.40009  -2.82985  -3.60168
C  -6.11018  -3.94403  -3.82070
O  -7.41126  -3.95888  -4.06265
H  -3.60676  -6.39433  -3.58119
H  -1.65657  -3.45156  -2.99214
H  -5.84668  -1.84573  -3.60715
H  -7.65277  -4.89936  -4.17743

Atoms 1-3, force components in eV/Å:
0.1 0.0 0.1
-0.3 0.0 0.0
-0.3 0.1 0.3

## Properties
* HOMO: -8.500 eV
* lowest unoccupied orbital energy: -0.064 hartree
* calculated total energy: -6723.0910 a.u.
* SMILES string: COCCCCCCCCCC[C@](OCBr)([C@H](C)F)[C@](N)(CCCNCc1ccccc1O)P(=O)(O)O.O=C1C=C(O)C(=O)C=C1O.O=C1C=C(O)C(=O)C=C1O.O=C1C=C(O)C(=O)C=C1O.O=C1C=C(O)C(=O)C=C1O



Record 2
# C32H18AgClF4N5O5S

C32H18AgClF4N5O5S as an isolated structure (ωB97M-V with the def2-TZVPD basis set, the Open Molecules 2025 dataset).

CARTESIAN COORDINATES (ANGSTROEM)
Ag  0.14861  -1.55792  -1.96733
O  -2.77825  0.89920  0.28046
C  -1.63481  0.24787  -0.08213
O  -1.06841  0.43408  -1.11523
C  -1.22851  -0.77154  0.94654
C  -1.68662  -0.68395  2.27946
C  -1.26106  -1.62844  3.16104
C  -0.40451  -2.66456  2.72185
C  0.08375  -3.68213  3.57802
C  0.90901  -4.65160  3.08986
C  1.28235  -4.65821  1.72406
C  0.82706  -3.69685  0.87006
C  -0.02513  -2.67690  1.36422
N  -0.44871  -1.71603  0.49593
H  -2.33380  0.12679  2.57650
H  -1.56882  -1.59694  4.19931
H  -0.20864  -3.67476  4.62122
H  1.28237  -5.42568  3.74794
H  1.93435  -5.43784  1.35187
H  1.10413  -3.67748  -0.17877
Cl  4.64014  -4.23554  -3.16123
C  4.29183  -2.68645  -2.33588
C  2.80708  -2.32836  -2.26376
O  2.56885  -1.09404  -2.29439
O  1.96905  -3.23521  -2.10792
H  4.84309  -1.90691  -2.85070
H  4.66884  -2.78854  -1.31827
F  -6.18444  -1.88267  -0.71124
C  -5.46461  -0.78308  -0.81431
C  -5.75714  0.24064  0.00164
F  -6.79199  0.14196  0.84581
C  -4.97571  1.44784  0.00900
C  -3.65717  1.34353  -0.76868
C  -3.72893  0.38865  -1.92280
F  -2.91332  0.66775  -2.94140
C  -4.42357  -0.76443  -1.85807
C  -4.14915  -1.92033  -2.66500
C  -2.80028  -2.12819  -3.00834
N  -1.66172  -2.22747  -3.19968
C  -5.11265  -2.87811  -3.05742
N  -5.89474  -3.65613  -3.39902
F  -3.25358  2.56164  -1.20253
C  -5.26828  2.54364  0.74078
C  -4.43527  3.71750  0.81477
N  -3.83720  4.68715  0.95730
C  -6.44779  2.65991  1.56311
N  -7.36307  2.84212  2.23212
C  5.43182  5.72192  -0.45922
C  4.56363  4.50640  -0.28205
C  3.70065  4.39670  0.80056
C  2.87327  3.29085  0.95419
C  2.92187  2.28389  0.00956
C  3.76437  2.37171  -1.09184
C  4.58517  3.47706  -1.22448
S  1.83228  0.88100  0.16455
C  3.06922  -0.30689  0.66696
O  0.97694  1.12245  1.37531
H  5.50702  6.29013  0.46755
H  5.02474  6.38733  -1.22332
H  6.43991  5.44618  -0.77127
H  3.66732  5.19276  1.53577
H  2.18323  3.19870  1.78328
H  3.76524  1.58453  -1.83823
H  5.24646  3.55043  -2.08015
H  3.56498  0.06139  1.56441
H  3.75573  -0.45516  -0.16330
H  2.53355  -1.23533  0.86298

Atoms 1-3, force components in eV/Å:
0.3 -0.3 -0.1
0.1 0.0 -0.1
0.0 -0.1 0.2

## Properties
* HOMO: -5.264 eV
* ΔE to the lowest compared entry with this formula, charge and spin: 0.0 kJ/mol
* net charge: -1
* lowest unoccupied orbital energy: 0.016 hartree
* calculated total energy: -3285.0618 a.u.